# 1
Molecular formula: C32H84N10O16
Method: DFT, wB97M-V/def2-TZVPD

XYZ file:
```
142
Properties=species:S:1:pos:R:3:forces:R:3:mulliken_charge:R:1
C -3.514835 9.308971 0.095443 1.5 -1.9 -0.9 -0.353
C -2.529403 7.987744 -0.259886 -2.1 1.5 1.5 -0.441
O -1.778235 7.610200 0.887969 -0.2 0.8 -0.7 -0.493
O -2.782609 10.422540 0.621978 -0.1 -0.8 -0.4 -0.517
H -4.317730 8.924824 0.724630 0.2 0.2 0.4 0.306
H -3.979126 9.556778 -0.859083 0.1 0.4 -0.1 0.263
H -1.862068 8.203201 -1.094358 -0.3 -0.1 -0.2 0.294
H -3.253766 7.187170 -0.409806 0.2 0.0 -0.6 0.313
H -1.346651 8.460965 0.995440 0.8 0.0 1.0 0.317
H -3.134012 10.716152 1.465727 -0.1 -0.2 0.0 0.311
C 7.835062 -0.996723 -1.661470 0.3 -0.4 -1.0 -0.436
C 9.230235 -1.510278 -2.366298 -2.3 0.8 -0.5 -0.350
O 9.284411 -1.170133 -3.793582 -0.3 0.4 1.2 -0.514
O 6.624258 -1.729890 -1.947886 1.0 -0.4 0.3 -0.532
H 7.548881 0.035546 -1.863016 0.9 0.3 -0.7 0.295
H 7.917466 -0.969690 -0.574934 0.4 -0.7 0.0 0.311
H 9.291636 -2.597566 -2.412545 -0.1 -0.1 1.0 0.297
H 10.061124 -1.036030 -1.843990 0.0 -0.1 0.1 0.320
H 10.215752 -1.259896 -4.008370 0.0 0.1 -0.3 0.296
H 6.560965 -1.893230 -2.891765 0.1 0.1 -0.2 0.312
C 5.830358 -5.418572 3.603177 -1.4 0.6 0.2 -0.369
C 6.285696 -6.558972 4.522341 0.1 -0.1 -2.2 -0.262
O 6.372622 -6.141356 5.811781 0.0 1.2 2.5 -0.522
O 5.493537 -5.833699 2.281979 0.9 -0.4 -0.3 -0.517
H 6.500975 -4.560628 3.555022 0.5 -0.2 0.3 0.295
H 4.867180 -5.023487 3.926112 0.1 0.1 1.1 0.251
H 7.305731 -6.826001 4.246093 -0.1 -0.6 -0.5 0.193
H 5.575213 -7.372036 4.373232 0.2 -0.3 -0.1 0.293
H 5.862904 -6.631689 6.460898 -0.1 -0.1 -0.4 0.316
H 5.508564 -5.000182 1.805920 -0.1 -0.2 -0.5 0.322
C -0.743216 -1.007958 0.168654 1.3 1.2 -2.0 -0.399
C -0.844819 0.523422 0.609733 -0.8 -1.5 0.3 -0.269
O -0.127487 1.423735 -0.216924 0.2 -1.0 -0.5 -0.505
O -1.553425 -1.838520 0.914230 -0.8 -0.3 1.9 -0.523
H 0.302918 -1.311123 0.126402 0.3 0.0 0.7 0.300
H -1.037188 -1.264327 -0.849164 -0.1 1.3 -0.7 0.296
H -0.524164 0.562437 1.650763 0.4 0.0 0.1 0.238
H -1.914998 0.721068 0.671022 -0.2 0.3 -0.4 0.244
H -0.279212 2.352300 -0.026236 -0.3 -0.2 0.4 0.301
H -1.205994 -2.733412 0.922636 0.1 0.1 0.0 0.317
C -0.531945 -8.020331 6.970459 -1.1 -0.2 -0.9 -0.268
C 0.067966 -9.227980 7.626089 2.3 -1.6 0.5 -0.232
O 1.221478 -8.733064 8.303739 1.0 1.7 0.4 -0.540
O -1.734850 -8.320279 6.220946 0.2 -0.1 0.9 -0.537
H 0.198042 -7.617869 6.268142 0.2 0.2 0.4 0.253
H -0.747521 -7.300784 7.760319 -0.1 0.2 -0.2 0.217
H 0.583606 -9.889162 6.929629 -1.0 -0.3 -0.8 0.178
H -0.471531 -9.883945 8.309279 -0.9 0.5 -0.2 0.324
H 1.544401 -9.114790 9.123261 -0.8 -0.5 -0.2 0.291
H -1.618556 -8.195012 5.276280 0.3 0.1 0.1 0.315
C -7.471583 1.740469 0.917347 -2.5 4.2 1.8 0.669
O -7.815337 2.727891 1.581633 0.7 -0.1 -0.2 -0.683
N -7.397114 1.748847 -0.376233 0.9 1.0 -4.6 -0.387
N -7.402921 0.566156 1.408395 0.8 -5.4 2.8 -0.387
H -7.367727 2.653022 -0.825365 -0.1 -0.3 0.0 0.212
H -7.328238 0.909905 -0.934382 0.0 0.4 0.1 0.171
H -7.648926 0.417382 2.376613 0.3 0.1 -0.2 0.218
H -6.919064 -0.168852 0.912660 -0.2 0.0 0.3 0.188
C -0.293088 -9.458783 0.012683 0.0 1.0 -2.1 0.662
O -0.572574 -8.536277 0.710689 -1.3 1.6 2.0 -0.608
N 0.917449 -9.967922 -0.056153 2.6 -1.9 0.0 -0.394
N -1.056962 -9.910906 -1.020549 -1.1 -0.4 0.4 -0.441
H 0.993538 -10.783126 -0.647553 0.9 0.2 0.4 0.167
H 1.709396 -9.525578 0.387969 -0.3 -0.3 0.0 0.216
H -0.582535 -10.416132 -1.755237 -0.9 0.3 -0.1 0.177
H -1.987508 -9.518400 -1.031955 0.2 -0.4 -0.6 0.222
C 2.974895 4.594377 -6.018777 0.1 4.2 0.6 0.623
O 2.968917 5.746655 -5.622257 -0.5 0.6 1.3 -0.655
N 3.114343 4.349669 -7.280414 0.9 -2.3 -4.7 -0.412
N 2.865818 3.515630 -5.304080 -0.5 -2.5 3.1 -0.364
H 3.562370 3.449145 -7.372262 -0.1 0.1 -1.2 0.179
H 3.289909 5.045382 -7.991224 0.2 0.0 0.7 0.236
H 2.882312 2.589635 -5.707005 -0.3 0.3 0.4 0.176
H 2.535821 3.678865 -4.363569 0.3 -0.5 -0.1 0.217
C 1.163137 -1.891067 -7.576785 0.7 -1.6 1.2 0.628
O 1.769748 -2.043102 -6.563784 1.6 0.5 3.0 -0.632
N -0.086122 -2.245074 -7.708115 -4.4 -0.6 -0.4 -0.415
N 1.720430 -1.605073 -8.713021 1.9 1.6 -4.2 -0.395
H -0.590270 -1.954019 -8.533476 -0.2 -0.1 0.4 0.187
H -0.628485 -2.508032 -6.897691 0.3 0.2 -0.2 0.223
H 1.241076 -1.889170 -9.555411 0.5 0.3 0.0 0.183
H 2.702719 -1.374945 -8.760478 -0.3 -0.2 0.1 0.223
C 1.727751 -0.774469 10.799902 0.4 -0.8 1.5 -1.993
C 2.803253 0.050914 10.095057 -0.4 -0.1 -1.6 1.552
C 2.631632 -0.284801 8.596505 -0.9 -1.7 0.6 -1.360
C 3.389767 0.588100 7.697741 0.2 0.0 -0.3 -0.680
C 3.001518 2.050934 7.908103 1.2 -0.8 -0.8 -0.984
C 3.062653 2.530211 9.353249 -0.8 -0.3 0.2 1.292
N 2.473420 1.463581 10.217451 -0.6 0.9 -1.9 0.479
O 1.945672 1.943356 11.413951 0.3 -0.2 0.5 -0.491
C 4.483644 2.829808 9.799955 0.3 -0.3 -0.1 -1.686
C 2.210190 3.844121 9.293087 0.6 -1.1 1.6 -1.875
C 4.264242 -0.290642 10.545065 -1.3 0.1 0.4 -1.649
H 1.925722 -0.732582 11.870960 -0.2 0.0 0.2 0.420
H 1.735397 -1.838712 10.564463 0.7 -0.1 -0.3 0.402
H 0.665729 -0.572295 10.660924 0.2 1.0 -0.4 0.407
H 2.910541 -1.325927 8.434168 0.5 -0.2 0.2 0.498
H 1.572542 -0.366922 8.352190 -0.3 0.7 0.0 0.435
H 3.320562 0.238322 6.667716 -0.4 0.4 -0.2 0.405
H 4.433686 0.365303 7.918434 0.4 0.7 0.1 0.316
H 2.013438 2.306332 7.525231 0.0 -0.4 -0.3 0.406
H 3.759838 2.540144 7.296778 -0.2 0.9 0.1 0.332
H 4.609387 2.666819 10.870338 -0.2 0.6 0.1 0.282
H 5.148084 2.081636 9.367690 0.2 0.3 -0.3 0.334
H 4.771973 3.831325 9.480693 0.3 -0.1 0.2 0.443
H 1.200189 3.647860 8.933256 0.2 0.1 -0.3 0.445
H 2.100924 4.217351 10.311353 0.1 0.4 0.0 0.437
H 2.804099 4.534300 8.693882 -0.5 0.1 -0.1 0.424
H 5.046802 0.160531 9.935025 -0.3 0.1 0.0 0.306
H 4.429734 -1.367968 10.536398 -0.1 0.0 0.3 0.375
H 4.285456 0.132302 11.549441 0.6 -0.3 0.2 0.401
H 1.009040 1.956373 11.203805 -0.2 0.1 0.4 0.329
C -4.536165 2.209203 -7.029565 -0.4 0.4 -1.4 -1.398
C -5.001147 3.397303 -7.960320 -1.3 0.4 0.9 1.737
C -3.933931 3.707012 -9.090486 0.8 -1.2 0.4 -1.332
C -4.061927 2.811490 -10.295981 1.2 -0.1 0.5 -0.705
C -5.417230 2.706382 -10.854995 -0.6 -0.6 -0.3 -1.125
C -6.564828 2.411188 -9.863016 0.5 0.5 1.6 1.629
N -6.364094 3.150291 -8.567271 2.8 2.0 -2.5 0.149
O -7.409221 3.090310 -7.678966 -0.3 -0.4 0.5 -0.427
C -7.894052 2.901574 -10.496986 0.2 0.0 -0.1 -1.803
C -6.439876 0.946419 -9.434823 0.2 -0.5 -0.7 -1.890
C -5.114806 4.656175 -7.083683 0.1 1.6 -1.3 -1.964
H -5.209175 1.371679 -7.213160 0.6 -0.2 -0.1 0.244
H -4.585510 2.375912 -5.953509 0.2 0.5 -0.2 0.361
H -3.522574 2.104712 -7.416593 0.1 -1.1 0.8 0.316
H -3.638717 4.691314 -9.453947 -1.4 0.7 0.6 0.405
H -2.954253 3.392504 -8.730736 0.1 0.1 0.8 0.351
H -3.621007 1.851380 -10.027864 -0.2 -0.3 -0.1 0.269
H -3.436080 3.212226 -11.093373 0.3 -0.1 0.0 0.367
H -5.331408 1.818056 -11.480780 -0.6 0.1 -0.6 0.367
H -5.520307 3.579104 -11.499840 -0.8 0.1 0.1 0.468
H -8.039926 3.948480 -10.230874 0.0 0.0 0.3 0.394
H -7.825782 2.951941 -11.583676 0.2 -0.4 -0.1 0.420
H -8.803276 2.347481 -10.263750 0.2 -0.1 0.3 0.343
H -6.781838 0.817248 -8.407948 -1.0 -0.4 -0.5 0.402
H -6.798385 0.280837 -10.220058 -0.7 -0.3 0.4 0.452
H -5.402988 0.628559 -9.325714 0.4 0.5 -0.2 0.387
H -6.059325 4.923144 -6.609655 0.0 -1.0 0.6 0.385
H -5.067761 5.480807 -7.794931 0.2 0.3 -0.2 0.459
H -4.269046 4.848690 -6.423582 -0.1 -0.5 0.2 0.384
H -7.653317 4.018268 -7.648950 -0.6 0.0 0.3 0.354
```
Positions in Å, forces in eV/Å.

Results
energy above the lowest of the compared OMol25 structures with the same formula, charge and spin: 185.7 kJ/mol
orbital gap: 7.808 eV
SMILES string: CC1(C)CCCC(C)(C)N1O.CC1(C)CCCC(C)(C)N1O.NC(N)=O.NC(N)=O.NC(N)=O.NC(N)=O.OCCO.OCCO.OCCO.OCCO.OCCO
HOMO: -7.72 eV
LUMO energy: 0.084 eV

***

# 2
Molecular formula: C11H2Cl5N2O2RhS2
Method: DFT, wB97M-V/def2-TZVPD

XYZ file:
```
25
Properties=species:S:1:pos:R:3:forces:R:3:mulliken_charge:R:1
Rh 0.247422 0.057924 -0.348805 0.3 -0.5 1.1 0.215
S -1.553460 0.660744 1.084476 0.7 -0.9 -0.9 -0.280
C -2.273839 1.457815 -0.252794 -0.3 0.3 0.0 0.859
S -1.249891 1.500871 -1.616927 0.6 -0.8 -0.1 -0.276
C -3.544950 2.022384 -0.215876 -0.2 0.1 0.1 0.044
C -4.146370 2.617740 -1.361260 0.1 0.0 0.1 0.072
N -4.672450 3.103818 -2.267051 0.0 0.0 0.0 -0.593
C -4.324408 2.042467 0.976795 0.1 0.0 -0.1 0.072
N -4.975632 2.099440 1.928617 0.0 -0.1 0.0 -0.584
Cl 4.836411 -0.839870 4.831425 0.0 0.0 0.0 -0.254
C 4.035251 -0.200233 3.424345 0.0 0.0 0.0 0.153
C 4.544635 0.905401 2.774191 -0.1 0.0 0.0 0.114
Cl 5.981178 1.688150 3.369304 0.0 0.0 0.0 -0.252
C 3.893706 1.388603 1.627831 0.1 0.0 0.1 0.165
Cl 4.506822 2.786898 0.793542 0.0 0.0 0.0 -0.240
C 2.751870 0.776968 1.105255 -0.1 0.0 -0.2 0.484
O 2.132277 1.176755 0.049515 -0.1 0.7 -0.2 -1.004
C 2.235380 -0.387488 1.769484 0.1 -0.1 0.3 0.577
O 1.191059 -0.986271 1.274672 -0.4 0.2 -0.8 -0.930
C 2.876064 -0.821162 2.929188 0.0 -0.2 -0.1 0.013
Cl 2.211377 -2.216094 3.733574 0.0 0.0 0.0 -0.247
Cl 1.369891 -1.367137 -2.431335 0.0 0.0 0.1 -0.221
C -0.025520 -1.721912 -1.345392 -0.8 1.1 0.4 -0.528
H 0.197498 -2.637998 -0.809798 0.1 0.1 0.3 0.322
H -0.910597 -1.807794 -1.968297 0.0 0.0 0.0 0.319
```
Positions in Å, forces in eV/Å.

Results
energy above the lowest of the compared OMol25 structures with the same formula, charge and spin: 30.8 kJ/mol
orbital gap: 6.027 eV
charge: -2
HOMO: -1.60 eV
LUMO energy: 4.429 eV